{
  "formula": "C3H4CsLiO",
  "method": "wB97M-V/def2-TZVPD",
  "species": ["Cs", "O", "C", "C", "C", "Li", "H", "H", "H", "H"],
  "xyz": [[0.3971, -1.4093, 2.1899], [2.9808, -0.5473, 0.4978], [-2.4952, -0.2904, 0.3702], [2.8364, -0.2471, -0.7218], [-2.5427, 0.8859, -0.2940], [5.5490, 0.1508, 0.0485], [1.8040, -0.5126, -1.0988], [-3.3917, 1.2290, -0.9140], [-3.4215, -0.8737, 0.1760], [-1.7161, 1.6146, -0.2538]],
  "mulliken_charge": [0.7844, -0.4915, -0.2720, -0.3572, -0.7833, 0.7514, 0.0864, 0.2172, -0.0460, 0.1106],
  "total_energy_ha": -219.38435,
  "largest_force_ha_per_bohr": 0.0349,
  "e_lumo_ev": -1.9,
  "charge": 0
}

{
  "formula": "C10H30O10",
  "method": "wB97M-V/def2-TZVPD",
  "species": ["O", "O", "O", "O", "O", "O", "O", "O", "O", "O", "C", "C", "C", "C", "C", "C", "C", "C", "C", "C", "H", "H", "H", "H", "H", "H", "H", "H", "H", "H", "H", "H", "H", "H", "H", "H", "H", "H", "H", "H", "H", "H", "H", "H", "H", "H", "H", "H", "H", "H"],
  "xyz": [[-3.3727, -1.8825, 0.6379], [1.2433, -4.9285, -3.3961], [-1.2717, -0.1605, 0.1519], [-3.6387, 4.0625, 0.6159], [4.2463, 1.1655, 1.1879], [4.2433, 4.7765, 0.8689], [-5.2757, -0.7205, -2.3701], [2.1493, -1.1035, 1.0009], [-0.3947, 2.9905, 1.1689], [2.3663, -4.0625, 0.0089], [3.5893, 2.3625, 0.9799], [0.9463, -0.3555, 1.1299], [1.9153, -5.1045, -2.2011], [-0.0487, -0.7925, -0.0141], [4.6553, 3.4565, 1.0669], [-1.5287, 3.6295, 1.4829], [-2.4747, 3.4435, 0.2879], [-4.2947, -2.0105, -0.4081], [1.5873, -3.9665, -1.2851], [-4.4307, -0.6705, -1.1331], [-1.0347, 0.7145, 0.5939], [-4.1127, 3.5085, 1.2419], [-2.1167, 3.8185, -0.4581], [1.5973, -6.1015, -1.8041], [-5.3177, -2.2535, -0.1561], [-6.0547, -0.3405, -2.2681], [3.3383, -4.1925, -0.3731], [3.0523, 2.3995, 0.2129], [-2.8687, 2.4575, 0.1179], [3.1023, 2.5085, 1.8879], [-2.1507, 3.2735, 2.3429], [0.5483, -0.8135, -0.9101], [1.9613, -2.0695, 0.9629], [-4.8697, 0.0415, -0.2951], [0.6083, -0.2695, 2.1439], [-3.5817, -0.3865, -1.5931], [0.5463, -4.0645, -1.2601], [2.8703, -5.4965, -2.5321], [-1.2927, 4.6545, 1.8759], [-3.8937, -2.7225, -1.2901], [4.8493, 5.3315, 1.4889], [0.5073, -5.4935, -3.0601], [5.2063, 3.2665, 0.1559], [1.9263, -2.8675, -1.6961], [1.1063, 0.6735, 0.8249], [-0.3217, -1.9345, -0.0421], [5.2133, 3.3295, 1.9419], [3.5723, 0.5405, 1.1679], [0.1283, 3.6425, 0.5739], [-2.7277, -1.2825, 0.4259]],
  "mulliken_charge": [-0.4587, -0.4886, -0.4641, -0.5948, -0.5401, -0.5304, -0.5469, -0.5599, -0.4197, -0.5958, -0.4933, -0.2216, -0.8900, -0.0462, -0.7027, -0.4576, -0.4426, -0.2859, 0.0318, -0.2985, 0.1937, 0.3384, 0.6323, 0.3421, 0.3249, 0.2689, 0.3306, 0.5630, 0.0712, 0.3508, 0.2717, 0.1898, 0.3029, 0.2147, 0.3139, 0.2872, 0.2873, 0.4390, 0.3144, 0.1906, 0.3419, 0.3596, 0.2377, 0.1851, 0.1283, 0.1116, 0.4324, 0.3274, 0.3310, 0.3231],
  "total_energy_ha": -1151.06856,
  "de_lowest_ev": 7.136,
  "largest_force_ha_per_bohr": 0.2046,
  "e_lumo_ev": 0.5,
  "smiles": "OCCO.OCCO.OCCO.OCCO.OCCO",
  "charge": 0
}

{
  "formula": "C4H10O2",
  "method": "wB97M-V/def2-TZVPD",
  "species": ["O", "O", "C", "C", "C", "C", "H", "H", "H", "H", "H", "H", "H", "H", "H", "H"],
  "xyz": [[-1.1812, 1.6662, 1.1793], [0.4696, -0.2286, -1.4983], [1.5008, 0.7400, -1.3983], [-1.9332, 0.8392, 0.7227], [0.3303, -1.0189, -0.4095], [-0.7201, -1.8187, -0.2343], [-0.7776, -2.4493, 0.6450], [-1.5167, -1.8681, -0.9705], [1.3154, 0.4611, 2.5195], [1.2553, 1.4983, -0.6446], [1.5829, 1.2117, -2.3790], [0.6797, 0.7798, 2.2957], [-2.4442, 0.0897, 1.3578], [1.1394, -0.9575, 0.3207], [2.4607, 0.2680, -1.1480], [-2.1611, 0.7870, -0.3582]],
  "mulliken_charge": [-0.4118, -0.3412, -0.6524, -0.0940, 0.1398, -0.8784, 0.2740, 0.3103, 0.1788, 0.2872, 0.2402, -0.1787, 0.2653, 0.3010, 0.3244, 0.2356],
  "total_energy_ha": -308.77391,
  "de_lowest_ev": 3.381,
  "largest_force_ha_per_bohr": 0.0112,
  "e_lumo_ev": 1.0,
  "smiles": "[H][H].C=COC.C=O",
  "charge": 0
}

{
  "formula": "C34H57N4OP2Zn",
  "method": "wB97M-V/def2-TZVPD",
  "species": ["Zn", "P", "P", "O", "N", "N", "N", "N", "C", "C", "C", "C", "C", "C", "C", "C", "C", "C", "C", "C", "C", "C", "C", "C", "C", "C", "C", "C", "C", "C", "C", "C", "C", "C", "C", "C", "C", "C", "C", "C", "C", "C", "H", "H", "H", "H", "H", "H", "H", "H", "H", "H", "H", "H", "H", "H", "H", "H", "H", "H", "H", "H", "H", "H", "H", "H", "H", "H", "H", "H", "H", "H", "H", "H", "H", "H", "H", "H", "H", "H", "H", "H", "H", "H", "H", "H", "H", "H", "H", "H", "H", "H", "H", "H", "H", "H", "H", "H", "H"],
  "xyz": [[-0.0702, 0.0243, -0.0906], [-0.8264, -2.1055, -1.2721], [1.4504, 1.8661, 0.7612], [0.9948, -2.0858, 2.5777], [1.7002, -0.5022, -1.2258], [-0.8805, 1.0671, -1.5919], [-4.4985, 1.0608, 4.3488], [-1.6334, 0.4324, 1.4032], [-2.4285, 1.8522, -4.6393], [-1.0024, -4.1892, 0.5657], [0.7926, 3.3378, 3.0716], [-3.0860, 1.9298, 2.6004], [-2.6277, -1.4026, -3.3479], [1.5137, 0.9787, 3.4329], [0.1485, 4.1326, -0.2413], [-3.5875, 0.8544, 3.3693], [-3.1073, -0.4432, 3.0946], [2.8884, 1.0492, 0.1825], [-1.1547, 1.7858, -2.4706], [1.2682, -3.7925, -0.4355], [1.5399, 3.4871, -0.2861], [4.0965, -0.4061, -1.4246], [-0.2430, -3.8359, -0.7272], [0.6995, -1.4992, 1.6339], [-2.1331, 1.6728, 1.6252], [-2.8751, 3.5441, -2.8901], [2.6135, 4.4490, 0.2335], [-0.7035, 3.5746, -4.1365], [-2.1390, -0.6050, 2.1152], [-0.4714, -4.9130, -1.7968], [4.0432, -1.2093, -2.5495], [2.7987, -1.6231, -3.0340], [-2.6234, -2.0731, -1.9730], [-3.2491, -3.4634, -2.1121], [3.2307, 2.6731, 2.9009], [2.8981, 0.0352, -0.8083], [0.2900, -1.8454, -2.7240], [1.6582, -1.3068, -2.2966], [-3.4736, -1.2388, -1.0012], [-1.7852, 2.6829, -3.5277], [1.7837, 2.2539, 2.6231], [1.9055, 3.1248, -1.7297], [-1.1298, 4.2112, -4.9239], [-1.7617, 2.4794, 0.9807], [-3.4812, -1.3066, 3.6410], [3.5354, 3.5844, 2.3808], [-1.7516, -1.6019, 1.8804], [2.6488, 5.3086, -0.4541], [-3.4389, 2.9443, 2.7710], [2.6881, -2.2142, -3.9447], [-2.0945, -4.1441, 0.4431], [3.6084, 3.9839, 0.2227], [-2.7515, -4.0597, -2.8872], [0.1753, 5.0820, -0.7967], [5.0309, -0.0652, -0.9839], [1.8997, 4.0375, -2.3417], [-2.0628, -1.9753, -4.0955], [-3.6686, 2.9059, -2.4761], [-3.2733, -4.0187, -1.1653], [-4.4983, -1.1726, -1.3956], [-3.2795, 1.2788, -4.2489], [-4.8313, 1.9868, 4.5696], [-0.6005, 3.4836, -0.7122], [1.0017, 4.3179, 2.6268], [4.9554, -1.5194, -3.0558], [0.3959, -2.7675, -3.3106], [2.4023, 4.8475, 1.2331], [3.9414, 1.8752, 2.6587], [-1.5128, -5.2436, -1.8466], [-3.5253, -1.7012, -0.0071], [-0.7361, -5.2217, 0.8426], [2.2223, 0.1794, 3.1903], [0.1304, -5.7901, -1.5163], [-2.4763, 4.1740, -2.0836], [3.8536, 1.3416, 0.5984], [0.4896, 0.6099, 3.3080], [1.6495, 1.2193, 4.4998], [-0.2452, 3.0568, 2.8442], [-1.7056, 1.1624, -5.0944], [-0.7150, -3.5346, 1.3981], [-4.2938, -3.3282, -2.4345], [0.0920, 2.9660, -4.5877], [1.5388, -4.7064, 0.1144], [1.5493, -2.9357, 0.1865], [-0.1748, 4.3558, 0.7845], [-0.1726, -1.1052, -3.3912], [0.8725, 3.4527, 4.1628], [-2.8024, 2.5320, -5.4198], [-3.6667, -1.3375, -3.7054], [1.8600, -3.7661, -1.3587], [-2.2328, -0.3814, -3.2996], [-0.2588, 4.2315, -3.3763], [2.9108, 2.6930, -1.7854], [3.3125, 2.8727, 3.9795], [-3.0857, -0.2194, -0.8921], [-0.1447, -4.5982, -2.7949], [1.1944, 2.4176, -2.1630], [-4.8466, 0.2950, 4.9064], [-3.3151, 4.1927, -3.6615]],
  "mulliken_charge": [0.6011, 0.6462, 0.9838, -0.2779, 1.7491, 1.1738, -0.4515, 0.9852, -1.8276, -1.4764, -1.6637, -0.5230, -1.5047, -1.8439, -1.0198, 0.6364, -0.8366, -2.0029, -1.0844, -1.6086, 2.3687, -1.0380, 2.0759, -0.2658, -0.8668, -1.5251, -1.8997, -1.5809, -0.4808, -1.7166, -0.8204, -0.7320, 2.4164, -2.0064, -1.8054, 0.1707, -1.1838, -0.7411, -1.6997, 1.9107, 2.0846, -1.5524, 0.4926, 0.1940, 0.3679, 0.2499, 0.1596, 0.5138, 0.3785, 0.5164, 0.1692, 0.3540, 0.4069, 0.6268, 0.5247, 0.6007, 0.3043, 0.3752, 0.2886, 0.6892, 0.3984, 0.1963, -0.4827, 0.2404, 0.4192, 0.4586, 0.3282, 0.3604, 0.4240, 0.2798, 0.5837, 0.2800, 0.5292, 0.3214, 0.2175, 0.1419, 0.6021, 0.2146, 0.3537, 0.1546, 0.5389, 0.3885, 0.6013, 0.1247, 0.2110, 0.5576, 0.5257, 0.4931, 0.6634, 0.3418, -0.3368, 0.2010, 0.3096, 0.5423, 0.0317, 0.1763, 0.0188, 0.1975, 0.4135],
  "total_energy_ha": -4085.89449,
  "de_lowest_ev": 0.000,
  "largest_force_ha_per_bohr": 0.0755,
  "e_lumo_ev": -1.8,
  "charge": 1
}

{
  "formula": "C8H7BrOS",
  "method": "wB97M-V/def2-TZVPD",
  "species": ["Br", "S", "O", "C", "C", "C", "C", "C", "C", "C", "C", "H", "H", "H", "H", "H", "H", "H"],
  "xyz": [[-2.7511, 2.5129, 0.2671], [-1.8989, -2.0432, -0.8696], [-3.3391, -2.0169, -0.7727], [0.0991, -0.3867, -0.1328], [-2.8854, 0.7042, 0.5968], [-1.2500, -0.7320, -0.3101], [1.1297, -1.2881, -0.2880], [2.8215, 0.3756, -0.0828], [1.8048, 1.2977, 0.1836], [0.4620, 0.9878, 0.1290], [2.4778, -0.9452, -0.3334], [0.8074, -2.4104, -0.2178], [2.0373, 2.1496, 0.7175], [3.2430, -1.7451, -0.6702], [3.8161, 0.7456, -0.3034], [-3.8342, 0.3570, 0.3550], [-2.6035, 0.5681, 1.6374], [-0.1365, 1.8692, 0.0943]],
  "mulliken_charge": [-0.0720, 0.2300, -0.5341, 1.3929, -0.6185, -0.4117, -0.3046, -0.4077, -0.6734, -0.1900, -0.4815, 0.1778, 0.4052, 0.2773, 0.3698, 0.4090, 0.3625, 0.0689],
  "total_energy_ha": -3356.30076,
  "de_lowest_ev": 1.053,
  "largest_force_ha_per_bohr": 0.0816,
  "e_lumo_ev": [-0.8, -0.8],
  "charge": 0
}